This record from the Open Molecules 2025 dataset describes a structure of composition C31H68Br28InNO3P. The level of theory is ωB97M-V/def2-TZVPD.

Summary:
- Total charge: -1
- 2S+1: 1
- Energy relative to the best compared isomer or geometry (same formula, charge and spin): 0.0 kcal/mol
- HOMO: -5.080 eV

CARTESIAN COORDINATES (ANGSTROEM)
C 4.9372 1.0587 3.2958
C 5.2636 1.8865 2.0372
C 4.9629 3.3889 2.1814
O 3.7524 3.7269 1.5719
In 2.1189 4.0211 2.7831
P 0.6190 1.9238 2.4792
N 0.7159 0.8939 3.6786
O -0.9384 2.3485 2.3317
O 0.9154 1.2207 1.0460
H 5.8387 0.6833 3.7920
H 4.3965 1.6685 4.0310
H 4.2888 0.2058 3.0762
H 6.3291 1.7848 1.7948
H 4.6609 1.5159 1.2036
H 5.7692 3.9841 1.7191
H 4.9658 3.6282 3.2650
H 2.5920 3.9690 4.4599
H 1.2972 5.4966 2.3260
H 1.0366 -0.0379 3.4257
H -1.3778 2.0554 3.1451
H 0.7341 0.2694 1.1130
Br 3.4521 -0.3905 -1.7033
C 5.2790 -0.0810 -2.2814
C 6.2438 -1.0652 -1.6700
Br 6.5781 -0.6577 0.1932
H 5.5186 0.9424 -2.0072
H 5.2718 -0.1829 -3.3647
H 7.2112 -1.0088 -2.1664
H 5.8693 -2.0838 -1.7116
Br -1.5064 6.9666 0.0186
C 0.2364 7.0224 -0.8434
C 0.4118 5.8920 -1.8258
Br 0.7316 4.2144 -0.9209
H 0.9720 6.9894 -0.0439
H 0.2806 7.9842 -1.3505
H 1.2879 6.0727 -2.4460
H -0.4636 5.7627 -2.4555
Br -1.4148 -1.1568 -1.6123
C -1.7936 0.7155 -1.2073
C -3.2609 0.9663 -1.0099
Br -4.2413 0.9387 -2.6937
H -1.3689 1.2951 -2.0232
H -1.2679 0.9441 -0.2821
H -3.4187 1.9537 -0.5827
H -3.7267 0.2156 -0.3780
Br -4.9014 -0.1829 -6.5211
C -5.6734 -1.7095 -5.5957
C -4.6481 -2.7777 -5.3249
Br -4.1877 -3.7812 -6.9359
H -6.4896 -2.0683 -6.2159
H -6.0687 -1.3258 -4.6569
H -5.0422 -3.5103 -4.6238
H -3.7189 -2.3693 -4.9385
Br 10.3087 0.3085 -1.3849
C 10.6573 0.5620 0.5071
C 11.3104 -0.6401 1.1380
Br 10.0666 -2.1097 1.3900
H 9.6969 0.7915 0.9609
H 11.3137 1.4266 0.5755
H 11.6768 -0.3804 2.1291
H 12.1265 -1.0257 0.5339
Br -5.7401 -2.7271 -1.9529
C -6.3846 -4.4733 -1.4047
C -7.0370 -5.1829 -2.5628
Br -8.8039 -4.4747 -2.9627
H -7.0567 -4.3261 -0.5651
H -5.5020 -5.0201 -1.0787
H -7.1862 -6.2377 -2.3428
H -6.4562 -5.0779 -3.4738
Br -8.5232 3.3413 -6.2896
C -8.0165 3.5783 -4.4272
C -7.2496 2.4019 -3.8879
Br -8.3990 0.8746 -3.5345
H -8.9358 3.7530 -3.8768
H -7.3947 4.4704 -4.4024
H -6.7967 2.6490 -2.9311
H -6.4813 2.0578 -4.5748
Br 11.2426 -7.1781 4.0081
C 10.8112 -5.2857 4.1296
C 9.3277 -5.0319 4.0991
Br 8.5909 -5.2369 2.3187
H 11.3181 -4.7972 3.3027
H 11.2317 -4.9478 5.0741
H 9.1252 -4.0012 4.3840
H 8.7778 -5.7076 4.7470
Br -8.1465 -6.9954 -6.7928
C -6.2940 -6.4790 -7.1027
C -5.3272 -7.4626 -6.5009
Br -5.2361 -7.3047 -4.5664
H -6.1770 -5.4822 -6.6915
H -6.1678 -6.4428 -8.1831
H -4.3205 -7.2683 -6.8646
H -5.6058 -8.4918 -6.7091
Br -2.6158 -1.5852 2.2257
C -2.3746 -1.2881 4.1316
C -1.6011 -2.3965 4.7892
Br -2.6663 -4.0155 5.0268
H -3.3685 -1.1692 4.5509
H -1.8135 -0.3543 4.2117
H -1.3015 -2.0936 5.7891
H -0.7285 -2.6828 4.2104
Br -6.3156 -7.5441 -10.9258
C -7.2333 -9.0363 -10.0826
C -6.2879 -10.1414 -9.6952
Br -5.6880 -11.1741 -11.2271
H -7.9891 -9.3718 -10.7863
H -7.7126 -8.6244 -9.1960
H -6.7898 -10.8481 -9.0377
H -5.3928 -9.7604 -9.2119
Br -0.2109 0.0270 7.3489
C -0.6354 1.9250 7.4190
C -2.1168 2.1576 7.3466
Br -2.8087 1.9327 5.5476
H -0.0885 2.4016 6.6074
H -0.2519 2.2713 8.3764
H -2.3743 3.1781 7.6217
H -2.6560 1.4582 7.9787
Br -1.4967 9.0018 4.1826
C -1.7960 10.6471 3.1993
C -1.4593 10.5030 1.7384
Br 0.4555 10.4665 1.4284
H -1.1948 11.4128 3.6809
H -2.8524 10.8797 3.3162
H -1.8365 11.3571 1.1796
H -1.8499 9.5817 1.3145
Br 3.0380 2.1687 6.9938
C 4.3110 3.5399 7.4747
C 5.6324 3.3319 6.7820
Br 6.6688 1.8891 7.5819
H 4.4028 3.5392 8.5569
H 3.8734 4.4787 7.1382
H 6.2543 4.2200 6.8692
H 5.4981 3.0747 5.7347

Forces on atoms 1 to 3 (eV/Å):
-0.136 0.088 0.101
0.171 0.121 0.336
-0.265 -0.094 -0.171

These are the Mulliken partial charges, in e, on atoms 1 to 2:
1. C -0.773
2. C 0.603